{
  "formula": "C4H10N2OS",
  "method": "the ωB97M-V functional and the def2-TZVPD basis",
  "species": ["C", "S", "O", "N", "C", "C", "C", "N", "H", "H", "H", "H", "H", "H", "H", "H", "H", "H"],
  "positions_angstrom": [[2.63452, -0.34101, -0.72584], [1.20781, 0.04388, -0.04155], [1.21083, 0.25414, 1.39487], [0.38150, -1.38812, -0.27833], [-0.88258, -1.23326, 0.51010], [-1.65172, 0.04275, 0.16352], [-0.96225, 1.43847, 0.27867], [0.26981, 1.33822, -0.50088], [3.43000, 0.39861, -0.52450], [2.26591, -0.29139, -1.84429], [0.96280, -2.23068, 0.01630], [-0.53789, -1.32735, 1.59385], [-1.49476, -2.11035, 0.18642], [-2.14230, -0.02760, -0.77278], [-2.45026, 0.03930, 0.87842], [-1.72230, 2.12530, -0.08745], [-0.76838, 1.93047, 1.25476], [0.24926, 1.33863, -1.50128]],
  "forces_ev_per_angstrom": [[-0.532, 1.378, -2.885], [1.443, -1.283, 3.177], [0.487, 0.267, 0.207], [-0.672, 0.261, -0.388], [0.885, -1.532, 0.144], [0.274, 0.545, 2.428], [-0.913, -0.793, -0.082], [0.785, -0.303, -0.409], [-0.533, -0.262, -0.073], [1.309, -0.575, 1.521], [-0.810, 1.948, -0.494], [-1.184, 0.367, -1.183], [0.217, 0.690, 0.655], [-0.071, -0.129, -1.228], [-0.770, 0.034, 0.494], [0.430, 0.289, -1.001], [0.294, -1.306, -0.241], [-0.642, 0.403, -0.642]],
  "mulliken_charge": [-0.8224, 0.8054, -0.7074, -0.3858, -0.6158, -0.5411, -0.5424, -0.3114, 0.3010, 0.2095, 0.3218, 0.3770, 0.3268, 0.3177, 0.3378, 0.3610, 0.2375, 0.3307],
  "orbital_gap_ev": 9.4,
  "e_above_lowest_kj_mol": 455.0,
  "charge": 0,
  "smiles": "C=S1(=O)NCCCN1"
}